1.
{
  "formula": "C5H7N",
  "method": "ωB97M-V/def2-TZVPD",
  "e_homo_ev": -8.93,
  "gap_ev": 9.93,
  "de_lowest_kcal_mol": 48.2,
  "species": ["C", "C", "C", "C", "C", "N", "H", "H", "H", "H", "H", "H", "H"],
  "xyz": [[1.90266, -0.10845, -0.23787], [0.43455, -0.05449, 0.07229], [-0.40455, 1.06448, 0.20504], [-1.71329, 0.61192, 0.05270], [-1.65550, -0.76794, -0.14632], [-0.38306, -1.22369, -0.18514], [2.30215, -1.10755, -0.04088], [2.07276, 0.11712, -1.29651], [2.45559, 0.62027, 0.36294], [-0.07285, 2.08104, 0.38378], [-2.61560, 1.21009, 0.11515], [-2.47627, -1.47288, -0.21565], [0.15340, -0.96990, 0.93046]],
  "forces_ev_per_angstrom": [[0.0291, -0.0084, 0.0175], [0.0979, 0.2730, -0.1867], [0.0096, -0.1242, 0.0073], [0.0267, -0.0542, -0.0017], [-0.0675, 0.0067, 0.0362], [-0.0735, 0.1571, 0.0111], [-0.0529, 0.1570, -0.0183], [-0.0209, -0.0349, 0.1528], [-0.0837, -0.1192, -0.0953], [-0.0670, -0.1798, -0.0383], [0.1528, -0.1107, -0.0033], [0.1182, 0.1433, 0.0113], [-0.0688, -0.1056, 0.1073]]
}

=====

2.
{
  "formula": "C5H7N",
  "method": "ωB97M-V/def2-TZVPD",
  "e_homo_ev": -11.03,
  "gap_ev": 12.01,
  "smiles": "N#CCC1CC1",
  "de_lowest_kcal_mol": 25.4,
  "species": ["N", "C", "C", "C", "C", "C", "H", "H", "H", "H", "H", "H", "H"],
  "xyz": [[-1.51226, -0.02113, -2.70112], [-0.63854, 0.28459, -2.00772], [0.42840, 0.66606, -1.07453], [0.58728, -0.34942, 0.05231], [-0.63462, -0.82629, 0.78085], [0.34267, 0.07620, 1.47285], [0.17869, 1.65897, -0.68261], [1.36164, 0.77992, -1.63514], [1.36882, -1.08653, -0.11354], [-0.67795, -1.87051, 1.07442], [-1.58927, -0.41037, 0.46887], [0.04449, 1.10944, 1.63982], [0.97101, -0.34357, 2.25197]],
  "forces_ev_per_angstrom": [[0.8500, 0.2840, 0.6185], [-0.7527, -0.2613, -0.6486], [0.0036, 0.0677, -0.0031], [0.0680, -0.0685, -0.0743], [-0.1601, -0.0858, -0.0265], [0.0766, 0.1195, 0.1687], [0.0065, -0.1591, -0.0138], [-0.1228, -0.0255, 0.0806], [-0.1386, 0.1267, 0.0255], [0.0276, 0.1784, -0.0411], [0.1514, -0.0465, 0.0687], [0.0722, -0.2004, -0.0327], [-0.0819, 0.0709, -0.1218]]
}